# 1
C55H72BrClGaNP as an isolated structure, computed with wB97M-V/def2-TZVPD.

```
! RIJCOSX wB97M-V def2-TZVPD def2/J DEFGRID3
* xyz -1 1
C 0.787 5.831 -3.395
C 0.769 5.150 -4.773
C 1.929 4.178 -4.981
C 2.039 3.101 -3.895
C 2.702 1.810 -4.392
C 1.722 0.719 -4.842
C 1.086 -0.082 -3.696
Ga -0.445 0.716 -2.632
C 0.224 1.800 -1.048
C 0.121 1.228 0.370
C 1.483 0.884 0.934
Cl -0.704 2.393 1.509
C -1.696 1.866 -3.762
C -2.820 1.238 -4.557
C -3.589 2.193 -5.472
Br -2.128 -0.273 -5.650
P -1.819 -1.034 -1.732
N -2.510 -0.671 -0.327
H 0.154 5.319 -2.670
H 1.799 5.851 -2.981
H 0.449 6.868 -3.458
H 0.792 5.909 -5.561
H -0.172 4.608 -4.900
H 2.869 4.742 -5.028
H 1.816 3.692 -5.957
H 2.594 3.491 -3.036
H 1.039 2.878 -3.511
H 3.362 1.389 -3.625
H 3.360 2.056 -5.235
H 2.266 0.045 -5.516
H 0.937 1.179 -5.459
H 1.887 -0.376 -2.999
H 0.702 -1.021 -4.111
H -0.223 2.796 -1.061
H 1.290 1.948 -1.273
H -0.544 0.367 0.418
H 1.435 0.461 1.938
H 1.943 0.148 0.265
H 2.123 1.771 0.947
H -1.080 2.460 -4.449
H -2.173 2.575 -3.069
H -3.516 0.723 -3.894
H -3.327 2.073 -6.523
H -3.362 3.224 -5.188
H -4.670 2.054 -5.388
H -2.740 -1.459 -2.726
H -1.082 -2.261 -1.679
H -3.481 -0.961 -0.279
C 6.614 -0.980 -0.277
C 6.562 0.321 0.207
C 5.514 1.154 -0.161
C 4.523 0.688 -1.014
C 4.572 -0.612 -1.495
C 5.620 -1.446 -1.126
H 7.422 -1.635 0.027
H 7.328 0.677 0.884
H 5.466 2.167 0.219
H 3.702 1.335 -1.299
H 3.791 -0.972 -2.156
H 5.654 -2.465 -1.493
C -5.228 1.351 -1.468
C -5.694 2.471 -2.142
C -6.983 2.937 -1.913
C -7.807 2.283 -1.006
C -7.338 1.165 -0.328
C -6.051 0.701 -0.560
H -4.223 0.983 -1.631
H -5.048 2.984 -2.844
H -7.344 3.813 -2.438
H -8.810 2.648 -0.823
H -7.971 0.657 0.390
H -5.678 -0.163 -0.024
C 8.221 -4.063 -5.042
C 8.005 -3.848 -6.396
C 7.179 -2.813 -6.811
C 6.568 -1.992 -5.872
C 6.784 -2.207 -4.518
C 7.610 -3.242 -4.104
H 8.865 -4.872 -4.718
H 8.480 -4.489 -7.129
H 7.008 -2.647 -7.867
H 5.919 -1.188 -6.193
H 6.311 -1.565 -3.785
H 7.779 -3.407 -3.047
C 5.616 -2.835 4.492
C 5.474 -2.654 3.123
C 4.687 -1.621 2.635
C 4.040 -0.767 3.518
C 4.180 -0.949 4.887
C 4.968 -1.982 5.375
H 6.229 -3.644 4.872
H 5.977 -3.320 2.432
H 4.576 -1.475 1.568
H 3.426 0.038 3.135
H 3.665 -0.289 5.574
H 5.073 -2.126 6.444
C -7.587 -3.719 0.915
C -8.073 -2.612 0.234
C -9.362 -2.157 0.478
C -10.163 -2.803 1.410
C -9.672 -3.902 2.102
C -8.387 -4.361 1.851
H -6.578 -4.067 0.732
H -7.443 -2.097 -0.480
H -9.736 -1.292 -0.055
H -11.166 -2.442 1.605
H -10.289 -4.396 2.842
H -7.998 -5.211 2.399
C 2.645 1.555 10.443
C 3.556 0.816 9.702
C 3.712 1.066 8.346
C 2.956 2.053 7.729
C 2.042 2.790 8.469
C 1.888 2.542 9.826
H 2.521 1.360 11.501
H 4.144 0.042 10.181
H 4.421 0.488 7.766
H 3.073 2.244 6.669
H 1.447 3.554 7.986
H 1.173 3.115 10.402
C -4.160 -2.485 5.680
C -4.918 -2.195 4.554
C -6.089 -2.900 4.309
C -6.501 -3.892 5.188
C -5.743 -4.180 6.316
C -4.572 -3.475 6.561
H -3.243 -1.940 5.866
H -4.590 -1.430 3.862
H -6.681 -2.678 3.430
H -7.416 -4.438 4.994
H -6.064 -4.953 7.002
H -3.978 -3.701 7.437
*
```

Results
* HOMO-LUMO gap: 6.865 eV
* HOMO energy: -4.63 eV
* E_LUMO: 2.232 eV
* relative energy (zero: lowest compared OMol25 entry of this formula, charge and spin): 0.0 kJ/mol

# 2
C55H75N3O5SSiW as an isolated structure, computed with wB97M-V/def2-TZVPD.

```
! RIJCOSX wB97M-V def2-TZVPD def2/J DEFGRID3
* xyz 0 1
W -0.863 -0.884 1.049
C 1.786 3.349 -0.928
O 0.970 2.214 -0.704
C -0.363 2.426 -0.993
C -1.160 3.148 -0.115
C -0.657 3.678 1.208
C 0.451 2.967 1.950
C 1.548 3.685 2.397
C 2.534 3.131 3.213
C 2.341 1.829 3.645
C 1.249 1.072 3.232
C 0.957 -0.256 3.876
C 0.589 -1.446 3.011
C -0.016 -2.529 3.659
C -0.161 -3.801 3.093
C 0.198 -3.895 1.770
C 0.677 -2.800 1.006
C 1.065 -3.061 -0.442
C 0.190 -2.515 -1.554
C -0.269 -3.302 -2.609
C -0.815 -2.721 -3.748
C -0.789 -1.324 -3.839
C -0.348 -0.510 -2.811
C -0.113 0.963 -3.033
C -0.910 1.893 -2.165
C -2.199 2.240 -2.521
C -2.994 3.060 -1.725
C -2.467 3.455 -0.502
C -4.339 3.546 -2.263
C -5.148 4.318 -1.220
C -5.194 2.377 -2.765
C -4.055 4.491 -3.441
C 0.022 -1.133 -1.615
O 0.306 -0.436 -0.497
C -1.383 -3.526 -4.917
C -2.849 -3.128 -5.132
C -1.329 -5.031 -4.662
C -0.582 -3.228 -6.191
C 1.117 -1.587 1.683
O 2.246 -0.895 1.285
C 3.435 -1.455 1.817
C -0.787 -4.929 3.905
C 0.103 -5.244 5.115
C -0.956 -6.197 3.075
C -2.174 -4.479 4.385
C 0.359 1.622 2.319
O -0.648 0.883 1.817
C 3.752 3.965 3.596
C 3.307 5.242 4.321
C 4.707 3.203 4.514
C 4.514 4.347 2.321
H 1.353 4.254 -0.491
H 1.932 3.516 -2.001
H 2.744 3.148 -0.450
H -1.530 3.725 1.871
H -0.342 4.720 1.083
H 1.629 4.721 2.091
H 3.038 1.371 4.333
H 0.128 -0.113 4.581
H 1.823 -0.541 4.485
H -0.356 -2.356 4.673
H 0.079 -4.834 1.247
H 1.152 -4.142 -0.581
H 2.065 -2.639 -0.605
H -0.174 -4.376 -2.528
H -1.112 -0.852 -4.759
H -0.328 1.175 -4.084
H 0.950 1.158 -2.872
H -2.589 1.856 -3.455
H -3.053 4.066 0.171
H -5.383 3.697 -0.354
H -6.093 4.639 -1.660
H -4.625 5.209 -0.873
H -5.486 1.715 -1.951
H -4.667 1.767 -3.497
H -6.101 2.760 -3.233
H -3.430 5.327 -3.127
H -4.988 4.888 -3.844
H -3.534 3.967 -4.242
H -3.438 -3.321 -4.237
H -3.277 -3.698 -5.959
H -2.945 -2.069 -5.366
H -1.913 -5.303 -3.783
H -0.308 -5.385 -4.518
H -1.748 -5.563 -5.518
H -0.644 -2.177 -6.469
H -0.967 -3.816 -7.026
H 0.470 -3.477 -6.053
H 3.455 -1.386 2.910
H 4.263 -0.881 1.408
H 3.538 -2.505 1.527
H 1.092 -5.574 4.796
H -0.344 -6.034 5.718
H 0.229 -4.369 5.752
H 0.002 -6.582 2.723
H -1.594 -6.019 2.212
H -1.420 -6.975 3.681
H -2.110 -3.634 5.071
H -2.671 -5.294 4.916
H -2.794 -4.175 3.540
H 2.753 4.999 5.228
H 2.667 5.859 3.692
H 4.176 5.839 4.600
H 4.227 2.923 5.452
H 5.563 3.834 4.756
H 5.086 2.298 4.039
H 3.891 4.934 1.647
H 4.839 3.455 1.783
H 5.396 4.940 2.566
C -4.605 -5.715 1.771
Si -3.815 -4.998 0.224
C -5.165 -4.415 -0.944
C -2.778 -6.316 -0.639
C -2.769 -3.564 0.663
C -2.109 -2.583 0.978
H -5.384 -6.420 1.474
H -5.070 -4.934 2.372
H -3.894 -6.247 2.403
H -5.628 -5.257 -1.461
H -4.758 -3.734 -1.690
H -5.947 -3.882 -0.402
H -3.167 -7.316 -0.439
H -1.739 -6.294 -0.319
H -2.791 -6.168 -1.718
O -3.779 -0.532 -2.046
C -3.036 -0.389 -1.145
N -2.351 -0.204 -0.190
C -5.415 0.788 0.805
N -4.738 0.006 1.830
C -3.711 0.418 2.580
S -2.613 -0.753 3.192
N -3.512 1.697 2.894
C -4.442 2.808 2.817
H -5.878 0.090 0.112
H -4.694 1.390 0.249
H -6.194 1.426 1.221
H -4.684 -0.992 1.657
H -2.650 1.840 3.398
H -5.393 2.546 3.279
H -4.609 3.137 1.796
H -4.009 3.636 3.373
*
```

Results
* HOMO-LUMO gap: 6.359 eV
* HOMO energy: -7.04 eV
* E_LUMO: -0.681 eV
* relative energy (zero: lowest compared OMol25 entry of this formula, charge and spin): 0.0 kJ/mol

# 3
C55H92CsN5P3S2Si as an isolated structure at a distorted geometry, computed with wB97M-V/def2-TZVPD.

```
! RIJCOSX wB97M-V def2-TZVPD def2/J DEFGRID3
* xyz -1 1
Cs -0.246 2.419 -0.023
C -0.598 -5.299 -5.315
C -1.655 -4.296 -4.824
C -1.800 -4.447 -3.309
C -3.004 -4.644 -5.471
C -1.270 -2.864 -5.217
C -1.003 -2.562 -6.565
C -0.729 -1.270 -6.983
C -0.734 -0.244 -6.041
S -0.489 1.455 -6.229
C -0.781 1.700 -4.479
N -0.971 0.586 -3.847
C -0.977 -0.515 -4.695
C -1.230 -1.832 -4.289
C -0.815 3.085 -3.920
C -0.395 4.142 -4.748
C -0.317 5.431 -4.251
C -0.670 5.656 -2.920
C -1.132 4.602 -2.142
C -1.233 3.265 -2.584
H -0.838 -6.305 -4.955
H 0.397 -5.033 -4.950
H -0.555 -5.335 -6.407
H -2.085 -5.477 -3.069
H -2.571 -3.782 -2.907
H -0.861 -4.222 -2.790
H -3.299 -5.667 -5.211
H -2.953 -4.568 -6.561
H -3.785 -3.959 -5.121
H -1.030 -3.352 -7.311
H -0.535 -1.066 -8.030
H -1.419 -1.998 -3.231
H -0.117 3.960 -5.783
H 0.029 6.246 -4.876
H -0.572 6.655 -2.500
H -1.411 4.840 -1.101
C 4.031 2.541 -0.758
C 3.583 3.646 0.170
C 4.475 4.619 0.597
C 3.979 5.609 1.461
C 2.662 5.596 1.841
C 1.773 4.576 1.349
N 2.294 3.608 0.525
N 0.471 4.492 1.636
Si -0.496 5.582 2.474
C -2.261 4.954 2.392
C -0.146 5.778 4.322
C -0.542 7.331 1.763
H 5.120 2.492 -0.833
H 3.619 2.696 -1.761
H 3.650 1.583 -0.395
H 5.509 4.608 0.276
H 4.641 6.384 1.831
H 2.268 6.353 2.517
H -2.332 3.930 2.793
H -2.615 4.932 1.352
H -2.937 5.605 2.971
H -0.262 4.807 4.829
H -0.851 6.493 4.773
H 0.876 6.135 4.519
H -1.047 7.327 0.785
H 0.471 7.731 1.608
H -1.084 8.018 2.429
C -5.195 4.009 0.651
P -4.022 2.828 -0.155
C -4.657 3.070 -1.871
C -4.836 1.240 0.425
C -3.852 0.088 0.731
P -3.442 -1.126 -0.621
C -3.862 -0.235 -2.162
C -4.951 -2.186 -0.498
H -6.233 3.782 0.391
H -4.959 5.024 0.324
H -5.072 3.972 1.736
H -5.681 2.700 -1.987
H -3.988 2.611 -2.593
H -4.642 4.146 -2.071
H -5.620 0.927 -0.271
H -5.342 1.517 1.353
H -4.249 -0.547 1.528
H -2.917 0.491 1.123
H -3.837 -0.959 -2.982
H -3.101 0.522 -2.378
H -4.856 0.213 -2.127
H -4.976 -2.867 -1.354
H -5.868 -1.586 -0.500
H -4.918 -2.789 0.415
C 5.945 -2.912 1.780
C 5.850 -1.438 1.396
C 4.624 -1.181 0.494
C 3.469 -2.178 0.757
C 3.461 -2.522 2.250
C 4.724 -3.323 2.626
P 1.872 -1.415 0.209
C 0.593 -2.732 0.591
C -0.085 -2.486 1.954
C -1.346 -3.353 2.139
C -1.219 -4.723 1.441
C 0.246 -5.151 1.379
C 1.028 -4.213 0.444
C 1.917 -1.529 -1.647
C 2.583 -0.276 -2.253
C 2.685 -0.408 -3.773
C 3.590 -1.594 -4.186
C 3.764 -2.613 -3.051
C 2.454 -2.830 -2.293
H 6.869 -3.111 2.325
H 5.985 -3.513 0.866
H 6.759 -1.115 0.888
H 5.776 -0.838 2.310
H 4.926 -1.237 -0.553
H 4.264 -0.162 0.661
H 3.658 -3.099 0.199
H 2.576 -3.095 2.525
H 3.419 -1.583 2.817
H 4.529 -4.390 2.492
H 4.944 -3.176 3.687
H -0.175 -2.520 -0.159
H -0.344 -1.435 2.051
H 0.618 -2.703 2.763
H -2.209 -2.817 1.741
H -1.527 -3.495 3.210
H -1.611 -4.655 0.418
H -1.821 -5.474 1.958
H 0.346 -6.185 1.033
H 0.670 -5.116 2.392
H 0.855 -4.535 -0.587
H 2.100 -4.339 0.627
H 0.855 -1.444 -1.890
H 3.585 -0.126 -1.834
H 2.002 0.607 -1.987
H 3.058 0.524 -4.204
H 1.680 -0.553 -4.174
H 4.575 -1.233 -4.498
H 3.154 -2.098 -5.053
H 4.534 -2.269 -2.356
H 4.120 -3.565 -3.456
H 2.582 -3.621 -1.553
H 1.710 -3.197 -3.005
C 1.104 -2.019 6.833
C 0.992 -0.565 6.397
N 0.309 -0.430 5.110
C -0.604 0.525 4.809
S -0.708 1.159 3.276
N -1.416 0.923 5.834
C -2.019 -0.014 6.789
C -2.139 0.581 8.185
H 1.647 -2.098 7.780
H 1.642 -2.605 6.082
H 0.113 -2.465 6.959
H 1.989 -0.129 6.313
H 0.460 0.024 7.136
H 0.861 -0.662 4.299
H -2.029 1.657 5.518
H -1.424 -0.922 6.809
H -3.007 -0.303 6.426
H -1.156 0.880 8.561
H -2.579 -0.141 8.880
H -2.775 1.471 8.170
*
```

Results
* HOMO-LUMO gap: 5.555 eV
* HOMO energy: -3.75 eV
* E_LUMO: 1.810 eV
* relative energy (zero: lowest compared OMol25 entry of this formula, charge and spin): 0.0 kJ/mol